No. 1
Entry from the OMol25 dataset: the molecule C15H16N2O2 in a non-equilibrium geometry (the ωB97M-V functional and the def2-TZVPD basis).

```
! wB97M-V def2-TZVPD RIJCOSX def2/J DEFGRID3
* xyz 0 1
C -0.197 3.368 7.244
N -0.935 3.766 6.054
C -1.873 4.888 6.188
C -0.548 3.276 4.882
C -1.125 3.632 3.695
C -0.470 3.198 2.479
C -1.077 3.549 1.198
C -0.747 2.842 0.019
C -1.241 3.235 -1.225
C -2.023 4.412 -1.312
C -2.354 5.115 -0.137
C -1.913 4.673 1.111
N -0.333 1.544 2.269
C -1.436 0.842 2.760
O -2.515 1.349 3.029
C -0.883 -0.630 3.064
C 0.442 -0.606 2.967
C 0.890 0.838 2.613
O 1.940 1.450 2.741
H -0.793 3.627 8.136
H -0.006 2.276 7.161
H 0.777 3.904 7.280
H -2.077 5.048 7.260
H -1.471 5.831 5.774
H -2.811 4.665 5.657
H 0.269 2.527 5.011
H -2.116 4.170 3.739
H 0.648 3.033 2.308
H -0.107 1.946 0.022
H -0.994 2.656 -2.125
H -2.373 4.758 -2.281
H -2.960 6.022 -0.176
H -2.192 5.224 2.019
H -1.527 -1.508 3.321
H 1.133 -1.457 3.115
*
```

Calculated values
**ΔE to the lowest compared entry with this formula, charge and spin**: 87.7 kcal per mole
**HOMO-LUMO gap**: 7.4 eV


No. 2
Entry from the OMol25 dataset: the ion C2H5N2 with charge +1 in a non-equilibrium geometry (the ωB97M-V functional and the def2-TZVPD basis).

```
! wB97M-V def2-TZVPD RIJCOSX def2/J DEFGRID3
* xyz 1 1
C -1.227 0.844 -0.259
C -0.025 0.382 0.244
N 0.437 -1.059 0.213
N 1.354 -1.719 0.012
H -2.192 0.974 0.221
H -0.180 0.221 1.343
H -1.290 1.223 -1.333
H 0.865 0.913 -0.096
H 2.260 -1.779 -0.345
*
```

Calculated values
**ΔE to the lowest compared entry with this formula, charge and spin**: 112.8 kcal per mole
**HOMO-LUMO gap (spin up / spin down)**: 7.9 / 9.5 eV


No. 3
Entry from the OMol25 dataset: a structure of composition C27H23AsF6N4O6S2Ti in a non-equilibrium geometry (the ωB97M-V functional and the def2-TZVPD basis).

```
! wB97M-V def2-TZVPD RIJCOSX def2/J DEFGRID3
* xyz 2 1
Ti -0.116 0.679 -0.512
O -0.380 7.356 0.254
C 0.470 6.910 -0.463
O 1.394 7.214 -1.164
C 0.385 5.213 -0.420
C -0.417 4.630 0.550
C -0.373 3.245 0.669
N 0.414 2.510 -0.135
C 1.262 3.086 -1.009
C 1.295 4.470 -1.154
C 2.124 2.080 -1.621
C 3.125 2.342 -2.554
C 3.940 1.306 -2.976
C 3.752 0.042 -2.426
C 2.741 -0.143 -1.500
N 1.916 0.836 -1.105
C -1.053 2.405 1.650
C -1.938 2.880 2.614
C -2.448 2.005 3.558
C -2.045 0.675 3.511
C -1.175 0.273 2.511
N -0.681 1.099 1.580
H -1.052 5.253 1.162
H 1.980 4.977 -1.817
H 3.264 3.339 -2.937
H 4.718 1.484 -3.702
H 4.393 -0.780 -2.709
H 2.606 -1.108 -1.015
H -2.218 3.922 2.623
H -3.130 2.355 4.317
H -2.405 -0.029 4.245
H -0.823 -0.756 2.471
F -2.458 -0.998 -4.772
C -1.160 -0.977 -4.553
F -0.489 -0.967 -5.679
F -0.825 -2.055 -3.848
S -0.801 0.529 -3.458
O -0.212 -0.097 -2.244
O 0.085 1.455 -4.049
N -2.218 1.078 -3.061
S -2.698 0.495 -1.690
O -2.583 -0.919 -1.544
O -1.975 1.187 -0.613
C -4.442 1.081 -1.379
F -4.411 2.400 -1.367
F -5.316 0.639 -2.245
F -4.731 0.643 -0.157
C 0.593 -3.133 -1.111
As 0.011 -1.714 0.123
C -1.556 -2.737 0.737
C 1.436 -2.014 1.559
C 1.328 -3.317 2.302
C 2.188 -4.380 2.037
C 2.139 -5.535 2.802
C 1.220 -5.650 3.831
C 0.339 -4.610 4.084
C 0.389 -3.457 3.322
H 0.909 -3.996 -0.504
H 1.407 -2.833 -1.775
H -0.262 -3.428 -1.721
H -1.210 -3.671 1.205
H -2.127 -2.971 -0.166
H -2.219 -2.199 1.416
H 1.408 -1.164 2.256
H 2.395 -1.973 1.024
H 2.934 -4.286 1.261
H 2.830 -6.339 2.603
H 1.201 -6.535 4.447
H -0.373 -4.695 4.888
H -0.276 -2.631 3.542
*
```

Calculated values
**HOMO-LUMO gap**: 3.8 eV


No. 4
Entry from the OMol25 dataset: a cluster of 10 separate species, C14H43N5O19S2 in total in a non-equilibrium geometry (the ωB97M-V functional and the def2-TZVPD basis).

```
! wB97M-V def2-TZVPD RIJCOSX def2/J DEFGRID3
* xyz 0 1
C -7.287 7.308 8.362
C -8.760 7.749 8.357
O -9.455 6.883 7.424
S -10.599 7.569 6.438
C -11.859 7.756 7.745
O -10.115 8.866 6.033
O -10.953 6.542 5.453
H -7.048 6.590 7.578
H -6.853 6.764 9.201
H -6.665 8.126 8.000
H -9.305 7.632 9.294
H -8.674 8.829 8.232
H -12.757 8.187 7.305
H -11.477 8.540 8.400
H -12.050 6.782 8.195
C -12.026 11.982 0.811
C -12.121 13.004 1.977
O -11.153 14.054 1.726
S -11.625 15.602 2.168
C -12.376 16.050 0.591
O -12.675 15.518 3.197
O -10.434 16.473 2.299
H -12.578 11.083 1.086
H -10.984 11.702 0.654
H -12.321 12.368 -0.165
H -13.054 13.563 2.043
H -11.941 12.531 2.943
H -12.454 17.135 0.667
H -13.318 15.517 0.720
H -11.849 15.661 -0.280
C -15.571 12.543 7.058
N -16.555 11.410 7.356
O -17.654 11.274 6.827
O -16.083 10.456 8.025
H -15.713 12.697 5.988
H -14.504 12.369 7.194
H -15.908 13.466 7.530
C -11.078 14.799 6.110
N -12.440 14.209 6.012
O -12.574 13.209 5.332
O -13.335 14.864 6.587
H -10.484 14.288 6.869
H -11.330 15.794 6.474
H -10.501 14.631 5.200
C -10.017 8.657 2.397
N -9.290 7.372 2.713
O -9.340 6.505 1.864
O -8.640 7.223 3.771
H -9.351 9.240 1.761
H -10.165 9.167 3.349
H -10.952 8.434 1.883
C -17.146 8.485 3.843
N -17.938 9.649 3.444
O -19.138 9.408 3.231
O -17.387 10.670 3.101
H -17.757 7.785 4.413
H -16.449 8.929 4.554
H -16.658 8.102 2.946
C -13.046 10.238 4.938
N -13.507 9.170 4.018
O -13.963 8.136 4.492
O -13.331 9.417 2.841
H -11.985 9.998 5.014
H -13.528 10.064 5.900
H -13.128 11.167 4.373
C -15.470 12.303 1.310
O -15.045 13.216 0.412
H -15.922 12.801 2.168
H -16.216 11.585 0.972
H -14.724 11.613 1.705
H -15.596 14.002 0.435
C -13.102 5.735 2.378
O -13.123 4.780 3.430
H -12.154 6.271 2.413
H -13.318 5.372 1.373
H -13.779 6.565 2.578
H -12.964 5.135 4.307
C -15.704 6.480 6.343
O -15.624 5.859 7.553
H -16.492 6.028 5.741
H -15.918 7.547 6.418
H -14.771 6.300 5.810
H -15.095 5.061 7.490
*
```

Calculated values
**ΔE to the lowest compared entry with this formula, charge and spin**: 60.1 kcal per mole
**HOMO-LUMO gap**: 9.1 eV


No. 5
Entry from the OMol25 dataset: a cluster of 2 separate species, C6H11N5 in total in a non-equilibrium geometry (the ωB97M-V functional and the def2-TZVPD basis).

```
! wB97M-V def2-TZVPD RIJCOSX def2/J DEFGRID3
* xyz 2 1
C -0.667 -2.310 -0.400
C -0.123 -2.236 1.705
C -0.666 -0.949 -0.026
C 0.139 0.662 -1.764
C -1.091 0.209 -0.872
C 0.665 0.668 2.758
N 1.195 -0.063 -1.620
N -0.046 1.430 -2.838
N -0.340 -3.037 0.676
N 0.290 2.581 -3.190
N -0.295 -1.016 1.313
H -1.120 -2.984 -1.176
H 0.161 -2.414 2.674
H -1.983 0.012 -1.542
H -1.457 1.095 -0.220
H -0.277 0.857 3.114
H 1.163 -0.123 3.158
H 1.202 1.355 2.222
H 2.019 0.015 -2.233
H -0.408 -3.995 0.706
H 0.155 2.871 -4.189
H 0.652 3.208 -2.486
*
```

Calculated values
**ΔE to the lowest compared entry with this formula, charge and spin**: 144.1 kcal per mole
**HOMO-LUMO gap**: 6.4 eV


| no. | total energy (eV) |
| --- | --- |
| 1 | -22886.9802 |
| 2 | -5122.1557 |
| 3 | -168530.0803 |
| 4 | -83219.9520 |
| 5 | -13828.1807 |